# 1
Entry from the OMol25 dataset: C21H21ClN2O3 as an isolated structure (ωB97M-V/def2-TZVPD).

The geometry in XYZ format:
```
48
Properties=species:S:1:pos:R:3:forces:R:3
Cl -0.963732 2.614247 2.076643 -2.63 4.47 0.80
C 2.530866 1.026747 -2.262663 -0.72 -0.47 -0.19
O 1.463820 0.060840 -2.166502 0.62 0.24 -0.43
C 0.417159 0.163787 -3.007973 -0.09 0.56 -0.27
C 0.353357 0.969205 -4.163413 -0.09 -0.54 0.64
C -0.811500 0.966002 -4.924892 -0.05 0.07 -0.16
C -1.916349 0.187291 -4.589735 -0.08 -0.53 0.58
C -1.850604 -0.623205 -3.433975 0.12 0.56 -0.61
O -2.828530 -1.447720 -2.974159 -0.80 0.08 -0.73
C -4.045482 -1.594390 -3.759964 0.80 0.29 0.42
C -0.696593 -0.593387 -2.657859 -0.31 -0.51 0.30
N -0.667042 -1.440422 -1.494514 0.29 -1.08 0.12
C -0.437560 -1.105792 -0.208569 -0.62 1.04 0.25
C -0.430075 0.297636 0.216436 0.73 0.45 3.63
C -0.232281 0.522290 1.634045 1.05 -3.48 -0.59
C 0.481813 1.749409 2.149746 0.27 -2.33 -1.61
C 1.103809 1.639419 3.474934 2.46 -0.03 2.50
C 2.490507 2.023759 3.734157 -1.81 0.05 0.16
C 2.995120 2.112185 5.048078 -0.50 0.10 -0.98
C 2.174824 1.767160 6.138100 0.83 -0.22 -0.40
C 0.921881 1.247640 5.909042 -0.68 -0.02 -1.01
C 0.412965 1.167251 4.583508 -0.44 0.28 0.85
O -0.419266 1.229942 -0.594482 0.31 0.61 -1.37
N -0.297761 -2.232865 0.526721 -0.23 0.34 -0.70
C 0.032915 -2.368450 1.931329 -0.14 -0.46 0.21
C -0.518957 -3.309842 -0.317720 0.06 0.16 0.17
C -0.735919 -2.832577 -1.550986 0.24 0.60 0.21
H 3.253246 0.710370 -1.524237 0.16 0.00 0.10
H 2.978640 1.016123 -3.257405 0.07 -0.05 0.02
H 2.166339 2.025726 -2.031062 -0.15 0.03 0.05
H 1.202914 1.576998 -4.431687 -0.06 0.08 -0.09
H -0.861514 1.594227 -5.822282 0.02 -0.26 0.41
H -2.824461 0.195043 -5.185476 0.25 0.07 0.02
H -4.629968 -2.313483 -3.186644 -0.05 0.13 -0.20
H -4.580550 -0.634579 -3.840492 0.19 -0.33 0.06
H -3.820142 -1.987597 -4.762054 -0.03 0.11 0.28
H -0.865658 -0.032214 2.408038 1.37 0.57 -1.20
H 1.232364 2.112784 1.445721 -0.37 0.09 -0.27
H 3.078703 2.336327 2.873173 0.08 0.01 0.25
H 4.001786 2.527170 5.197882 -0.48 -0.38 0.00
H 2.577305 1.827289 7.143448 -0.12 0.13 -0.04
H 0.273557 0.965280 6.741297 0.26 -0.03 -0.27
H -0.617204 0.816294 4.458879 0.34 0.17 0.03
H 0.371236 -3.394792 2.073698 0.00 -0.04 0.00
H 0.825442 -1.675772 2.222640 -0.24 0.08 -0.18
H -0.851934 -2.213421 2.556327 0.25 0.08 -0.05
H -0.504343 -4.308352 0.058060 0.03 -0.31 0.02
H -0.933160 -3.339583 -2.453134 -0.11 -0.36 -0.72
```
Positions in Å, forces in eV/Å.

Computed properties:
* ΔE to the lowest compared entry with this formula, charge and spin: 155.05 kcal/mol
* E_LUMO: 0.64 eV
* HOMO level: -5.78 eV


# 2
Entry from the OMol25 dataset: one molecule with the formula C14H10O (ωB97M-V/def2-TZVPD).

The geometry in XYZ format:
```
25
Properties=species:S:1:pos:R:3:forces:R:3
C 1.865578 -3.387276 -1.814840 1.16 -1.77 0.51
C 0.877164 -2.512335 -1.460705 -0.08 0.94 -0.21
C 1.035115 3.086275 0.586630 -0.17 0.57 0.27
C 0.162929 3.055096 -0.527420 0.26 -1.22 1.98
C 1.209386 1.933742 1.289989 -1.50 -1.31 -2.66
C -0.549554 1.882781 -0.839398 2.72 -0.70 1.55
C 0.659516 0.704684 0.862603 -1.17 0.78 -0.98
C -0.234651 0.615284 -0.215318 -0.24 2.86 -0.10
C 2.696044 -4.274284 -1.835131 -1.17 1.13 -0.10
C 1.169346 -1.267876 2.480371 -0.53 1.15 -2.25
C 0.121093 -1.641012 -1.116869 -0.82 0.09 0.54
C 0.897976 -0.429662 1.633380 1.15 -2.07 2.66
C -0.923970 -0.657327 -0.681665 -0.92 -0.90 -0.18
C -1.919101 -1.269890 0.374692 4.70 0.96 -2.26
O -1.732273 -0.361762 -1.867300 -0.92 -1.29 2.79
H 1.526848 3.990592 1.039463 -0.68 -0.73 -1.13
H 0.013849 4.001340 -0.951013 -0.64 0.88 -1.18
H 1.799672 1.843255 2.098820 1.98 0.15 2.78
H -1.212304 1.895209 -1.627346 -1.48 0.15 -1.47
H 3.358204 -5.098337 -1.813122 0.28 -0.09 -0.19
H 1.438206 -2.218514 2.833397 0.15 -0.46 0.72
H -1.334502 -1.593637 1.151035 1.30 -1.25 1.96
H -2.432950 -2.000792 -0.069171 -2.08 -2.85 -1.62
H -2.464403 -0.533947 0.733760 -3.02 3.53 1.41
H -1.044294 0.011928 -2.335665 1.71 1.43 -2.84
```
Positions in Å, forces in eV/Å.

Computed properties:
* ΔE to the lowest compared entry with this formula, charge and spin: 62.33 kcal/mol
* SMILES: C#CC#C[C@](C)(O)c1ccccc1C#C
* E_LUMO: 0.33 eV
* HOMO level: -8.92 eV